#P
CH5FN2 | the ωB97M-V functional and the def2-TZVPD basis

Its HOMO energy (spin up / spin down) is -9.38 / -9.37 eV.

CARTESIAN COORDINATES (ANGSTROEM)
1 F -1.00870 0.98162 1.41262
2 C -0.04086 0.55663 -0.81875
3 H -0.49595 0.46030 -1.92125
4 N -0.51013 -0.52330 -0.09129
5 H -0.01626 -1.82706 1.41393
6 H 1.20154 -0.69023 0.82130
7 H -0.49658 1.51610 -0.50708
8 N 0.24477 -1.20735 0.67422
9 H 1.12216 0.73330 -0.98371



#Q
CH5FN2 | the ωB97M-V functional and the def2-TZVPD basis

As for the SMILES: CN(N)F. Its HOMO energy is -9.64 eV.

CARTESIAN COORDINATES (ANGSTROEM)
1 F 0.66361 -1.55970 -0.46572
2 C 0.57263 0.86867 -0.32792
3 H 0.58883 1.69183 0.24122
4 N 0.36666 -0.36882 0.44875
5 H -1.02129 -1.42982 1.15328
6 H -0.25023 0.80390 -1.09717
7 N -0.91061 -0.47301 0.86505
8 H -1.54967 -0.35634 0.11929
9 H 1.54007 0.82329 -0.93679



Stability summary - winner: #Q; margin: 125.1 kJ/mol.



#P
CH5FN2 | the ωB97M-V functional and the def2-TZVPD basis

Its HOMO energy (spin up / spin down) is -10.07 / -10.07 eV.

CARTESIAN COORDINATES (ANGSTROEM)
1 H 0.28153 1.43792 0.97478
2 H -0.49579 -0.94800 0.68222
3 H 0.85958 2.03153 -0.49008
4 C -0.17051 -0.85855 -0.28719
5 H 0.56730 -1.67260 -0.42457
6 N 0.55805 0.24020 -0.60636
7 H -1.04958 -1.13402 -0.96044
8 F 2.33266 -0.24692 0.02597
9 N 0.30956 1.37002 -0.04382



#Q
CH5FN2 | the ωB97M-V functional and the def2-TZVPD basis

As for the SMILES: CN(N)F. Its HOMO energy is -10.18 eV.

CARTESIAN COORDINATES (ANGSTROEM)
1 F -1.73645 -0.62602 -0.33407
2 H 0.55893 -1.78514 0.73920
3 H 0.68986 -1.24651 -0.84782
4 N -0.62473 0.06968 0.45088
5 C 0.62450 -0.85861 0.10029
6 N -0.51361 1.26531 -0.12933
7 H 0.13981 1.26283 -0.87726
8 H 1.35447 -0.08353 0.35104
9 H -0.49278 2.00198 0.54705



Stability summary - winner: #Q; margin: 36.0 kJ/mol.



#P
C3H4F2O | the ωB97M-V functional and the def2-TZVPD basis

As for the SMILES: O[C@@H]1[C@@H](F)[C@H]1F. Its HOMO energy is -10.48 eV.

CARTESIAN COORDINATES (ANGSTROEM)
1 O -2.14807 -0.11134 0.02837
2 H -0.38263 1.24927 1.20617
3 F 1.24322 1.37301 -0.10665
4 H 0.06586 -1.35508 1.40853
5 H -2.45366 0.82150 -0.27669
6 C 0.19504 -0.76140 0.55410
7 H -0.58619 -0.30526 -1.63418
8 C -0.77111 -0.15620 -0.50525
9 F 1.38561 -1.19906 -0.21386
10 C 0.05636 0.73672 0.27677



#Q
C3H4F2O | the ωB97M-V functional and the def2-TZVPD basis

As for the SMILES: O=C[C@H](F)CF. Its HOMO energy is -10.54 eV.

CARTESIAN COORDINATES (ANGSTROEM)
1 O -1.94081 -0.90654 -0.12223
2 H 0.17457 0.71202 1.47972
3 C 0.06327 0.47777 0.38005
4 F 0.21791 1.73647 -0.28056
5 H 0.88640 -0.72045 -1.29986
6 H -1.97986 1.12784 -0.19147
7 F 2.33665 -0.38047 0.00584
8 C -1.45834 0.16828 0.02958
9 H 0.68538 -1.57540 0.19204
10 C 1.01482 -0.63952 -0.19311



Stability summary - winner: #Q; margin: 166.8 kJ/mol.



#P
C3H4F2O | the ωB97M-V functional and the def2-TZVPD basis

Its HOMO energy (spin up / spin down) is -7.27 / -9.04 eV.

CARTESIAN COORDINATES (ANGSTROEM)
1 C 0.53729 -0.07990 -0.16012
2 H 1.83292 1.35621 0.76094
3 F -0.12664 1.36859 1.58080
4 H -0.30636 -1.55102 -1.46926
5 F 1.53587 -0.12466 -1.08519
6 C 0.78666 1.29010 0.63061
7 O -1.99171 -0.60600 -0.43397
8 H -2.07452 -0.02942 0.36014
9 H 0.50653 -0.92777 0.67292
10 C -0.70003 -0.69614 -0.85686



#Q
C3H4F2O | the ωB97M-V functional and the def2-TZVPD basis

Its HOMO energy (spin up / spin down) is -10.36 / -9.52 eV.

CARTESIAN COORDINATES (ANGSTROEM)
1 C -0.09967 0.33591 -0.09510
2 C 0.71072 -0.86579 -0.47275
3 H 0.51209 1.02886 0.47783
4 H -0.96131 0.03959 0.49539
5 H 0.67027 -1.72881 0.18994
6 F 3.02733 -1.20840 -1.53023
7 H -0.43597 0.84554 -0.99332
8 F 2.49562 1.57370 -2.02044
9 O 0.72218 -1.25970 -1.90435
10 C 1.81597 -0.79123 -1.38323



Stability summary - winner: #Q; margin: 20.5 kJ/mol.



#P
C7H8N4O2 | the ωB97M-V functional and the def2-TZVPD basis

As for the SMILES: O=c1nc[nH]c2ncn(CCO)c12. Its HOMO energy is -8.67 eV.

CARTESIAN COORDINATES (ANGSTROEM)
1 C -0.86290 -3.41010 0.65772
2 H -0.99748 -4.44347 0.92409
3 C 0.95543 1.49025 -0.61970
4 O 0.67437 3.44065 0.68984
5 C -1.56867 -1.23196 -0.24411
6 O 1.89365 -1.64203 -0.84742
7 N -0.11927 0.56025 0.00736
8 N 0.45304 -3.21507 0.32222
9 H 0.70531 1.98069 -1.54975
10 H -1.53729 1.94662 0.24648
11 H 1.64954 1.85015 1.34138
12 N -2.42382 -0.18626 -0.07907
13 N -1.94101 -2.53157 0.13440
14 H 2.70563 2.91097 0.16442
15 C -1.50845 0.81386 0.20867
16 C 0.84612 -1.94788 -0.42884
17 C -0.17552 -0.89905 -0.36450
18 H -2.83375 -2.92710 -0.11216
19 H 0.64453 3.87019 -0.03027
20 H 1.76755 1.03487 -0.80727
21 C 1.67298 2.53600 0.38651



#Q
C7H8N4O2 | the ωB97M-V functional and the def2-TZVPD basis

As for the SMILES: CCOc1cc(O)c2nncn2n1. Its HOMO energy is -9.18 eV.

CARTESIAN COORDINATES (ANGSTROEM)
1 H -0.66562 -2.26325 -1.45875
2 H -0.67693 2.06897 -2.83528
3 N -0.29221 -0.45603 3.74586
4 C -0.57787 -1.33595 1.78152
5 H 0.66246 1.33401 3.08516
6 C 0.10873 2.36265 -2.11767
7 N 0.46389 0.33430 0.41186
8 O -1.49095 -3.38348 0.69277
9 H 1.81771 1.43165 -2.98787
10 H -1.73054 -3.54226 1.62810
11 N 0.01997 -0.12628 1.60516
12 H 0.50270 3.34150 -2.44796
13 C 0.18970 0.38114 2.86512
14 O 0.66998 0.06680 -1.94531
15 H -0.29938 2.53713 -1.12199
16 C 1.24860 1.37366 -2.06665
17 H 1.94083 1.57062 -1.25066
18 N -0.77764 -1.54888 3.06416
19 C -0.49511 -1.63275 -0.58512
20 C -0.83616 -2.16017 0.61342
21 C 0.21788 -0.35338 -0.67585



Stability summary - winner: #Q; margin: 320.2 kJ/mol.



#P
C2H11NO2S | the ωB97M-V functional and the def2-TZVPD basis

As for the SMILES: NCCS.O.O. Its HOMO energy is -9.07 eV.

CARTESIAN COORDINATES (ANGSTROEM)
1 H -0.90545 -0.17896 1.21714
2 O -2.24990 1.38467 -1.26717
3 S 1.48001 0.91397 -0.30270
4 H -0.36183 -1.04200 -2.18248
5 H 1.45334 -1.39967 0.49458
6 O -1.17046 -0.81346 -2.66026
7 H -1.83587 0.64599 -1.71957
8 C 0.02525 -0.36919 1.74785
9 H 0.50588 -1.57968 3.30538
10 H 0.16754 0.51057 2.39180
11 H -2.12028 2.08707 -1.92254
12 N -0.06703 -1.62197 2.48125
13 H 0.22370 0.94011 -0.80264
14 H -0.99999 -1.81874 2.82843
15 C 1.31822 -0.39431 0.89226
16 H 2.10240 -0.23752 1.63300
17 H -1.78030 -1.50432 -2.42534



#Q
C2H11NO2S | the ωB97M-V functional and the def2-TZVPD basis

As for the SMILES: NCCS.O.O. Its HOMO energy is -9.34 eV.

CARTESIAN COORDINATES (ANGSTROEM)
1 C 0.75229 0.79718 0.37856
2 N -1.55660 1.78558 0.03121
3 H 0.92790 0.50124 -0.65706
4 H -0.03903 -1.81907 -1.55914
5 H -0.83669 1.01271 1.77505
6 H -1.11539 -1.46789 -2.53878
7 H -0.38245 -2.24729 0.97617
8 H 1.02599 1.86641 0.35931
9 H -1.84078 1.45605 -0.88827
10 C -0.73861 0.80306 0.69541
11 O 0.24084 -2.57418 0.31003
12 H 1.06023 -2.14121 0.58095
13 O -0.20353 -1.19490 -2.31456
14 H -1.14682 -0.18598 0.50670
15 H -1.16350 2.70846 -0.09401
16 H 3.04100 0.55262 0.89509
17 S 1.97513 0.14720 1.54334



Stability summary - winner: #P; margin: 7.6 kJ/mol.